Entry from OMol25: 15 unconnected molecules or ions with the total composition C59H137B5F20N13O7 at a distorted geometry (ωB97M-V with the def2-TZVPD basis set).

The largest force on an atom is 5.014 eV/Å. The HOMO-LUMO gap is 10.23 eV. The lowest unoccupied orbital energy is -7.08 eV. As for the HOMO energy: -17.31 eV. Its net charge is +5.

XYZ file:
```
241
Properties=species:S:1:pos:R:3:forces:R:3:lowdin_charge:R:1
C 1.000 0.763 7.032 -1.319 -0.659 0.233 -0.042
C 1.229 -0.747 7.335 1.564 0.170 0.108 -0.164
N 0.090 -1.613 7.813 -0.863 0.285 0.027 -0.249
C -0.495 -0.974 9.063 0.897 -0.358 1.109 0.021
C -0.923 -1.658 6.659 0.176 -0.217 0.595 -0.148
C -2.291 -2.136 7.069 -0.574 2.280 0.135 -0.047
C 0.509 -3.042 8.215 -0.889 -0.488 -0.776 -0.048
C 0.848 -3.983 7.068 1.449 -0.081 1.481 -0.222
O 2.130 -3.701 6.626 0.840 0.263 -0.983 -0.189
C 2.649 -4.709 5.773 0.877 -1.180 0.130 -0.085
H 0.526 1.283 7.908 0.620 -0.271 -1.064 0.092
H 0.385 0.887 6.124 -0.033 0.143 0.498 0.067
H 1.954 1.229 6.786 0.107 -0.182 0.368 0.085
H 1.981 -0.790 8.134 -0.085 -0.232 -0.213 0.138
H 1.643 -1.259 6.454 -0.107 0.119 0.326 0.118
H -0.666 0.111 8.937 -0.092 -0.868 -0.113 0.106
H 0.257 -1.130 9.906 -0.824 0.318 -1.206 0.141
H -1.397 -1.516 9.368 0.209 0.324 -0.268 0.102
H -0.510 -2.290 5.864 0.116 0.427 0.277 0.121
H -0.978 -0.639 6.316 -0.143 0.262 -0.317 0.108
H -2.869 -2.238 6.164 -0.269 -0.239 -0.234 0.089
H -2.802 -1.340 7.669 0.326 -0.685 -0.512 0.107
H -2.324 -3.018 7.639 0.073 -1.355 0.532 0.066
H -0.366 -3.539 8.676 0.382 0.791 0.227 0.145
H 1.349 -2.992 8.897 -0.004 0.197 0.191 0.146
H 0.174 -3.926 6.267 -1.270 -0.290 -1.049 0.099
H 0.928 -5.007 7.457 -0.830 0.019 0.261 0.143
H 3.700 -4.460 5.679 0.174 0.000 -0.165 0.087
H 2.221 -4.778 4.753 -0.262 0.307 0.657 0.075
H 2.642 -5.753 6.239 -0.342 1.313 -0.323 0.120
C -0.144 6.354 -3.756 0.253 -0.410 -0.433 -0.043
C -0.571 5.935 -2.367 0.185 1.600 0.113 -0.178
N 0.498 5.403 -1.460 0.342 -1.085 1.025 -0.243
C 0.926 4.058 -2.029 0.259 0.282 0.968 0.041
C 1.708 6.284 -1.374 0.383 1.061 -0.041 -0.155
C 1.355 7.741 -1.003 1.785 0.508 0.298 -0.054
C -0.136 5.289 -0.075 -1.114 -0.893 0.109 -0.069
C 0.370 4.178 0.791 0.452 0.506 1.757 -0.216
O 1.742 4.269 1.028 1.351 0.742 -0.145 -0.212
C 2.340 4.311 2.341 -1.746 -1.750 0.047 -0.045
H 0.824 6.876 -3.799 -0.473 -0.097 -0.020 0.085
H -0.920 6.990 -4.202 0.257 -0.089 0.271 0.104
H -0.107 5.454 -4.378 0.231 0.233 -0.152 0.084
H -1.339 5.199 -2.440 -0.490 -0.599 0.211 0.105
H -0.953 6.792 -1.818 -0.226 0.093 -0.038 0.130
H 0.048 3.434 -2.152 -0.139 0.024 -0.198 0.097
H 1.684 3.524 -1.424 -0.479 0.701 -0.016 0.117
H 1.378 4.368 -2.944 0.147 -0.414 -0.880 0.091
H 2.244 6.252 -2.347 -0.604 0.095 0.484 0.131
H 2.432 5.859 -0.649 -0.872 0.055 -0.191 0.136
H 0.857 8.377 -1.735 -0.049 -0.472 -0.162 0.088
H 2.336 8.211 -0.814 -0.064 -0.034 -0.609 0.098
H 0.953 7.964 -0.022 -0.724 -0.717 0.140 0.075
H -1.159 4.957 -0.227 -0.358 0.209 -0.446 0.141
H -0.225 6.219 0.484 0.605 0.270 -0.632 0.138
H 0.169 3.250 0.312 -0.286 -1.018 -0.324 0.107
H -0.162 4.183 1.767 -0.097 0.046 -0.723 0.134
H 1.621 4.355 3.177 -0.269 0.397 -0.545 0.086
H 3.008 5.152 2.429 0.576 -0.117 -0.172 0.087
H 2.717 3.278 2.451 0.926 0.772 0.228 0.081
C 9.387 2.539 -6.011 0.237 -1.490 0.277 -0.036
C 9.597 1.797 -4.697 -1.087 0.392 1.066 -0.151
N 8.369 1.314 -3.874 -0.612 -0.167 -1.328 -0.248
C 7.499 0.480 -4.786 -0.832 1.035 -0.231 0.010
C 8.830 0.411 -2.744 -1.287 -0.049 0.040 -0.183
C 9.850 0.961 -1.782 -0.922 0.704 -1.004 -0.036
C 7.541 2.545 -3.418 0.356 -1.321 -0.446 -0.061
C 6.360 2.327 -2.516 -0.311 0.134 0.028 -0.209
O 6.642 2.153 -1.151 1.842 0.193 -0.933 -0.169
C 5.523 1.726 -0.458 -0.459 -0.958 -0.111 -0.093
H 8.725 3.386 -5.880 0.188 0.306 -0.157 0.080
H 8.971 1.847 -6.758 0.323 0.494 -0.073 0.087
H 10.431 2.824 -6.267 -0.912 0.140 -0.272 0.117
H 9.991 2.499 -4.008 0.971 0.579 0.637 0.108
H 10.247 0.941 -4.731 0.266 -0.348 -0.378 0.134
H 7.130 1.127 -5.605 -0.119 -0.104 0.713 0.112
H 6.652 0.048 -4.219 0.625 0.114 -0.410 0.111
H 8.065 -0.249 -5.333 0.522 -0.665 0.373 0.108
H 9.160 -0.518 -3.204 0.080 0.032 -0.178 0.136
H 7.891 0.191 -2.203 0.429 0.037 -0.201 0.128
H 9.466 1.938 -1.422 0.943 -0.333 -0.189 0.102
H 10.851 0.881 -2.212 -0.078 0.632 0.420 0.098
H 9.745 0.290 -0.972 0.405 -0.627 1.153 0.078
H 7.124 2.944 -4.327 0.017 0.135 -0.449 0.125
H 8.234 3.250 -3.052 0.816 0.832 0.700 0.128
H 5.785 1.483 -2.900 -0.268 -0.147 0.043 0.117
H 5.742 3.229 -2.674 -0.019 -0.188 0.161 0.146
H 4.899 2.578 -0.279 -1.200 0.367 -0.350 0.084
H 5.787 1.426 0.543 0.543 -0.448 0.229 0.080
H 5.089 0.869 -1.032 -0.397 0.709 0.798 0.097
C -4.752 -4.379 0.618 -0.135 1.232 0.494 -0.027
C -4.711 -3.498 -0.621 1.965 -1.864 -0.511 -0.205
N -5.898 -2.702 -0.972 0.069 0.227 2.024 -0.247
C -5.498 -1.840 -2.124 0.327 1.570 0.334 0.023
C -6.991 -3.624 -1.331 -1.467 -0.978 -1.126 -0.165
C -6.663 -4.708 -2.388 -0.330 0.405 -0.652 -0.039
C -6.427 -1.920 0.313 1.626 1.097 -1.216 -0.007
C -5.456 -0.838 0.784 1.091 -0.115 -1.128 -0.210
O -4.451 -1.445 1.534 0.789 -0.399 0.675 -0.224
C -3.579 -0.482 2.155 -0.891 -0.339 -0.140 -0.052
H -5.644 -4.959 0.718 -0.720 -0.284 0.287 0.074
H -4.561 -3.693 1.467 -0.570 -0.707 -0.142 0.083
H -3.940 -5.079 0.640 0.583 -0.282 -0.447 0.075
H -4.433 -4.075 -1.537 -0.308 0.567 0.801 0.117
H -3.875 -2.858 -0.400 0.107 0.766 -0.427 0.116
H -5.382 -2.436 -3.021 -0.394 -0.083 0.044 0.091
H -4.490 -1.406 -1.956 -0.674 -0.364 0.190 0.106
H -6.196 -0.982 -2.218 0.155 -0.772 -0.132 0.126
H -7.857 -2.984 -1.617 0.612 -0.555 -0.075 0.151
H -7.295 -4.170 -0.450 -0.012 0.205 0.470 0.119
H -6.226 -4.311 -3.285 0.233 0.576 -0.450 0.061
H -7.566 -5.203 -2.777 0.070 0.216 0.664 0.102
H -5.948 -5.476 -2.113 -0.149 -0.090 0.678 0.085
H -6.641 -2.561 1.153 0.019 -0.728 -0.233 0.139
H -7.306 -1.445 -0.034 -1.094 0.361 -0.313 0.120
H -5.880 -0.067 1.393 -1.159 0.352 0.379 0.125
H -5.010 -0.267 -0.072 -0.302 -0.444 0.273 0.136
H -3.023 0.001 1.363 0.258 0.501 0.009 0.075
H -2.903 -0.988 2.844 -0.131 -0.101 -0.134 0.091
H -4.198 0.233 2.719 0.449 0.027 -0.173 0.106
C 4.729 -0.680 2.619 -0.226 0.615 1.194 -0.048
C 3.517 -1.538 3.062 2.209 2.117 0.659 -0.159
N 2.334 -1.042 2.446 -1.477 -0.775 -0.894 -0.044
C 1.576 0.049 2.759 -1.045 1.837 -0.289 0.002
C 0.529 0.196 1.865 3.327 -3.752 -0.023 0.086
N 0.699 -0.929 0.994 -0.077 0.952 1.312 -0.013
C 1.756 -1.654 1.436 -1.850 1.227 -1.508 -0.019
C -0.163 -1.303 -0.144 1.140 0.160 0.196 0.047
H 4.866 -0.790 1.564 0.082 0.297 -0.779 0.048
H 5.655 -1.027 3.110 -0.478 0.139 -0.066 0.096
H 4.541 0.389 2.935 0.382 -1.068 -0.629 0.098
H 3.425 -1.320 4.106 -0.195 -0.677 0.825 0.119
H 3.771 -2.547 2.836 -0.683 -0.928 -0.052 0.116
H 1.847 0.759 3.522 0.070 -0.184 0.208 0.131
H -0.289 0.829 1.827 -1.355 1.294 -0.134 0.088
H 2.000 -2.599 1.025 0.416 -0.537 -0.256 0.131
H -0.983 -1.880 0.159 -0.922 -1.285 0.695 0.083
H 0.477 -1.812 -0.833 0.148 -0.590 -0.468 0.078
H -0.619 -0.502 -0.681 0.221 1.221 0.049 0.087
C -8.556 7.996 1.639 -0.210 -0.826 0.680 -0.065
C -8.304 8.625 3.022 0.679 -0.428 -1.003 -0.151
N -6.940 8.292 3.511 0.308 -0.314 0.477 -0.040
C -6.469 6.971 3.715 0.474 3.025 0.117 0.040
C -5.186 7.167 4.123 0.689 -1.155 0.224 -0.005
N -4.872 8.514 4.197 -0.663 -1.811 -0.169 -0.082
C -5.972 9.154 3.842 -0.779 0.511 -0.745 -0.020
C -3.585 9.117 4.561 -0.441 0.296 0.892 0.033
H -7.863 8.459 0.924 -0.494 -0.177 -0.046 0.083
H -9.637 8.193 1.414 1.114 -0.267 -0.199 0.105
H -8.357 6.882 1.666 -0.429 1.218 -0.169 0.085
H -9.008 8.270 3.757 -0.256 0.169 0.267 0.128
H -8.346 9.692 2.852 -0.105 0.295 0.610 0.124
H -7.153 6.165 3.592 0.164 -0.593 -0.065 0.131
H -4.429 6.436 4.342 0.012 -0.157 0.146 0.135
H -6.032 10.231 3.759 -0.200 -0.098 0.041 0.177
H -3.517 9.935 3.894 0.330 1.252 -0.361 0.082
H -2.708 8.508 4.327 -0.556 -0.418 0.357 0.107
H -3.628 9.475 5.621 0.288 -0.488 -0.968 0.130
C 4.733 -3.671 0.131 0.826 0.066 -0.448 -0.056
C 5.195 -4.684 -0.899 -1.463 0.497 -2.636 -0.084
N 4.113 -5.056 -1.982 0.961 0.062 0.392 -0.006
C 4.438 -5.592 -3.206 -0.637 -0.160 -0.742 -0.028
C 3.291 -5.824 -3.903 -0.306 -0.797 -0.026 0.009
N 2.242 -5.491 -3.047 1.243 0.701 0.950 -0.066
C 2.796 -4.999 -1.924 -0.155 -0.599 -0.114 -0.046
C 0.819 -5.742 -3.234 0.375 0.305 -0.399 0.034
H 3.808 -3.990 0.590 -0.109 -0.135 0.437 0.050
H 4.559 -2.713 -0.399 0.140 -0.370 0.470 0.074
H 5.564 -3.577 0.883 -0.957 0.021 -0.595 0.112
H 5.529 -5.639 -0.608 0.319 -1.001 1.100 0.111
H 5.962 -4.285 -1.557 0.212 0.287 0.249 0.123
H 5.406 -5.883 -3.534 0.684 0.280 0.117 0.134
H 3.152 -6.334 -4.887 0.044 0.735 1.158 0.160
H 2.290 -4.724 -1.033 -0.695 0.331 0.324 0.133
H 0.688 -6.811 -3.277 -0.425 -0.252 0.120 0.107
H 0.550 -5.293 -4.162 -0.328 0.020 -0.907 0.076
H 0.190 -5.222 -2.524 0.173 -0.190 0.587 0.090
C -2.091 -8.856 3.573 0.195 -0.339 0.290 0.037
C -1.876 -8.326 2.171 0.617 -0.552 2.322 -0.410
O -2.636 -7.969 1.369 -1.569 0.505 -1.234 0.200
N -0.419 -8.247 1.797 0.037 0.255 0.876 0.059
H 0.060 -7.440 2.319 -0.541 -0.137 -0.506 0.140
H 0.059 -9.058 2.130 0.366 -0.993 0.339 0.167
C -0.229 -8.070 0.353 1.404 0.126 0.697 0.013
H -3.116 -8.727 3.972 0.693 0.501 -0.424 0.113
H -1.288 -8.486 4.259 -0.826 -0.155 -0.449 0.108
H -1.992 -9.953 3.551 0.251 0.159 -0.180 0.109
H -0.540 -8.939 -0.202 -0.078 -0.275 -0.078 0.113
H 0.860 -7.897 0.311 -0.557 0.160 -0.815 0.121
H -0.842 -7.228 0.150 -0.096 0.839 -0.883 0.086
C -4.744 1.190 -8.514 -0.635 1.339 0.847 0.047
C -4.008 1.594 -7.250 -0.864 -0.263 -0.705 -0.399
O -3.263 0.950 -6.619 1.236 -1.030 0.421 0.187
N -4.391 2.891 -6.559 -0.603 0.287 -0.302 0.094
H -3.702 3.062 -5.799 0.234 -0.064 -0.023 0.110
H -4.354 3.735 -7.162 -0.510 -0.607 0.272 0.200
C -5.700 2.677 -5.819 0.581 0.459 1.082 0.028
H -4.697 1.998 -9.245 -0.004 -0.165 -0.154 0.103
H -5.796 1.047 -8.251 -0.069 0.317 0.059 0.100
H -4.464 0.242 -8.914 0.857 -0.427 -0.127 0.093
H -5.787 3.454 -5.057 0.008 0.302 -0.356 0.103
H -5.589 1.782 -5.189 -0.025 -0.021 -0.753 0.114
H -6.550 2.694 -6.471 -0.239 -0.193 -0.370 0.097
C -0.667 0.511 -3.721 0.766 -1.259 1.558 0.040
C -0.063 -0.153 -4.910 -0.942 0.965 1.907 -0.439
O 0.111 0.383 -5.932 0.774 0.303 -2.194 0.199
N 0.199 -1.582 -4.742 0.892 -0.980 -0.807 0.090
H 0.765 -1.803 -3.912 -0.352 0.438 0.552 0.134
H -0.707 -2.105 -4.669 0.397 0.116 0.394 0.146
C 0.970 -2.260 -5.837 -1.012 -0.438 -0.018 0.037
H 0.127 0.709 -2.957 -0.329 -0.182 -0.610 0.108
H -1.356 -0.207 -3.233 0.090 0.711 -0.294 0.085
H -1.122 1.438 -3.984 -0.440 0.404 -0.259 0.070
H 0.970 -3.283 -5.487 0.897 -0.255 0.027 0.087
H 1.911 -1.800 -6.100 0.173 0.030 0.566 0.113
H 0.366 -2.323 -6.713 -0.520 0.422 -0.695 0.099
B -2.285 -3.386 -3.191 -1.564 -0.905 0.063 -1.379
F -1.941 -4.199 -2.141 0.565 -0.310 0.960 0.155
F -3.568 -3.742 -3.615 -0.400 0.231 -0.049 0.129
F -2.204 -2.049 -2.884 -0.125 1.355 0.830 0.140
F -1.425 -3.571 -4.241 1.550 -0.596 -1.745 0.147
B 0.457 -4.827 2.104 -0.913 -0.625 0.331 -1.231
F -0.885 -4.898 1.676 0.685 0.156 0.317 0.116
F 0.774 -6.101 2.730 0.049 -0.183 0.016 0.059
F 1.297 -4.688 1.008 0.467 0.248 -0.505 0.119
F 0.701 -3.860 3.066 -0.136 0.356 -0.179 0.138
B 3.178 -1.586 -2.722 -0.048 -0.034 0.354 -1.370
F 2.026 -2.383 -2.501 -0.750 -0.612 0.056 0.085
F 4.233 -2.370 -3.111 0.520 -0.550 -0.698 0.159
F 2.795 -0.639 -3.644 -0.061 0.690 -0.953 0.151
F 3.535 -0.983 -1.536 0.052 0.664 1.181 0.123
B -3.420 3.129 -3.272 -0.361 -0.727 -0.321 -1.331
F -4.511 3.758 -2.747 -1.093 -0.079 -0.178 0.166
F -3.562 1.795 -3.711 -0.839 -0.281 0.203 0.097
F -3.060 3.794 -4.481 0.681 0.856 -0.313 0.079
F -2.458 3.134 -2.310 1.836 0.324 0.729 0.153
B -1.839 2.508 3.502 -1.897 -1.315 1.174 -1.252
F -2.969 3.252 3.920 1.060 0.685 0.030 0.083
F -0.563 3.048 3.692 -0.245 0.356 -0.206 0.105
F -1.922 1.284 4.262 0.635 0.011 -0.038 0.039
F -2.098 2.157 2.178 0.810 0.091 -0.997 0.094
```
Forces are in eV/Å.